# C14H23ClO5P

2 unconnected molecules or ions with the total composition C14H23ClO5P at a distorted geometry (ωB97M-V with the def2-TZVPD basis set, OMol25).

Computed properties:
Relative energy (zero: lowest compared OMol25 entry of this formula, charge and spin) in eV: 0.0000

The geometry in ORCA input format:
```
! RIJCOSX wB97M-V def2-TZVPD def2/J DEFGRID3
* xyz -1 1
C -2.652 1.036 3.269
C -2.535 -0.066 2.743
C -2.245 -1.284 1.774
C -1.149 -2.276 2.358
C -1.227 -3.544 1.391
C -0.403 -3.035 0.110
O -0.581 -3.272 -1.052
O 0.581 -2.201 0.682
C 0.389 -1.922 2.076
C 0.957 -0.578 2.702
C 1.929 0.246 1.735
C 1.352 1.687 1.336
P 0.770 1.848 -0.425
O 0.292 3.287 -0.588
O -0.636 0.897 -0.535
C -1.036 0.885 -1.947
C -2.465 0.240 -2.207
O 1.922 1.460 -1.565
C 1.887 2.325 -2.726
C 3.061 1.847 -3.723
H -3.012 2.073 3.509
H -1.925 -0.888 0.752
H -3.244 -1.811 1.651
H -1.328 -2.493 3.456
H -0.640 -4.470 1.687
H -2.283 -3.731 1.044
H 0.947 -2.730 2.650
H 0.104 0.097 3.046
H 1.487 -0.879 3.666
H 2.868 0.450 2.354
H 2.296 -0.358 0.846
H 2.130 2.466 1.576
H 0.455 1.897 2.001
H -1.019 1.945 -2.372
H -0.230 0.316 -2.542
H -2.899 -0.296 -1.314
H -3.135 1.078 -2.585
H -2.336 -0.473 -3.084
H 0.930 2.225 -3.336
H 1.984 3.426 -2.487
H 3.719 1.149 -3.132
H 2.628 1.349 -4.650
H 3.583 2.785 -4.082
Cl 0.707 -0.708 -4.060
*
```


# CH3FN2

2 unconnected molecules or ions with the total composition CH3FN2 at a distorted geometry (ωB97M-V with the def2-TZVPD basis set, OMol25).

Computed properties:
SMILES: N#CN.F
Relative energy (zero: lowest compared OMol25 entry of this formula, charge and spin) in eV: 0.0021

The geometry in ORCA input format:
```
! RIJCOSX wB97M-V def2-TZVPD def2/J DEFGRID3
* xyz 0 1
N -1.286 -0.974 1.264
C -0.780 -0.025 0.867
N -0.231 1.077 0.399
H -0.091 1.827 1.058
H 0.481 0.967 -0.308
F 1.071 -1.044 -1.867
H 0.836 -1.827 -1.412
*
```


# C4H2ClFOS

C4H2ClFOS in the gas phase at a distorted geometry (ωB97M-V with the def2-TZVPD basis set, OMol25).

Computed properties:
SMILES: Fc1oc(S)cc1Cl
Relative energy (zero: lowest compared OMol25 entry of this formula, charge and spin) in eV: 0.0000

The geometry in ORCA input format:
```
! RIJCOSX wB97M-V def2-TZVPD def2/J DEFGRID3
* xyz 0 1
F -1.341 2.080 0.008
C -0.615 0.986 -0.020
O 0.727 1.147 0.018
C 1.205 -0.132 0.044
S 2.965 -0.298 -0.048
C 0.224 -1.052 0.065
C -0.989 -0.290 0.050
Cl -2.538 -0.970 -0.032
H 2.804 -1.619 0.261
H 0.221 -2.092 0.005
*
```


# C2H4ClN3O2

C2H4ClN3O2 in the gas phase at a distorted geometry (ωB97M-V with the def2-TZVPD basis set, OMol25).

Computed properties:
SMILES: O=[N+]([O-])[C@@H]1NN[C@H]1Cl
Relative energy (zero: lowest compared OMol25 entry of this formula, charge and spin) in eV: 4.2803

The geometry in ORCA input format:
```
! RIJCOSX wB97M-V def2-TZVPD def2/J DEFGRID3
* xyz 0 1
O 1.917 -1.611 0.223
N 1.675 -0.496 -0.039
O 2.371 0.455 0.064
C 0.141 -0.298 -0.537
N -0.150 1.111 -0.653
N -0.932 1.082 0.590
C -0.847 -0.316 0.576
Cl -2.217 -1.233 -0.278
H 0.004 -1.048 -1.470
H 0.697 1.645 -0.471
H -1.883 1.482 0.528
H -0.776 -0.772 1.467
*
```


# C5H12N3

A gas-phase ion, C5H12N3 (charge +1) at a distorted geometry (ωB97M-V with the def2-TZVPD basis set, OMol25).

Computed properties:
SMILES: C[C@@H]1C=N[C@H](C)N1[NH3+]
Relative energy (zero: lowest compared OMol25 entry of this formula, charge and spin) in eV: 3.8843

The geometry in ORCA input format:
```
! RIJCOSX wB97M-V def2-TZVPD def2/J DEFGRID3
* xyz 1 1
C 1.583 1.631 0.245
C 0.159 1.219 0.200
C -0.541 0.964 1.613
N -1.181 -0.106 1.665
C -1.000 -0.925 0.506
C -0.199 -2.254 0.899
N -0.142 -0.090 -0.438
N -0.681 0.087 -1.678
H 2.013 0.909 0.928
H 1.549 2.677 0.687
H 1.972 1.475 -0.856
H -0.511 1.932 -0.283
H -0.510 1.867 2.270
H -2.023 -1.199 0.210
H -0.496 -3.089 0.273
H -0.717 -2.628 1.805
H 0.941 -2.161 0.988
H -1.099 0.961 -1.805
H -1.430 -0.570 -1.961
H -0.081 -0.120 -2.414
*
```


# C3H7FOS

2 unconnected molecules or ions with the total composition C3H7FOS (ωB97M-V with the def2-TZVPD basis set, OMol25).

Computed properties:
SMILES: OC=S.CCF
Relative energy (zero: lowest compared OMol25 entry of this formula, charge and spin) in eV: 1.1080

The geometry in ORCA input format:
```
! RIJCOSX wB97M-V def2-TZVPD def2/J DEFGRID3
* xyz 0 1
O -1.064 1.558 0.007
C -1.225 0.236 0.088
S -2.643 -0.505 -0.113
H -0.135 1.788 0.160
H -0.303 -0.314 0.306
C 3.273 0.201 -0.408
C 2.030 0.032 0.436
F 1.376 -1.137 0.073
H 3.951 -0.644 -0.262
H 3.799 1.121 -0.133
H 3.010 0.256 -1.468
H 2.276 -0.036 1.503
H 1.335 0.867 0.292
*
```


# C4H12NO3

2 unconnected molecules or ions with the total composition C4H12NO3 at a distorted geometry (ωB97M-V with the def2-TZVPD basis set, OMol25).

Computed properties:
Relative energy (zero: lowest compared OMol25 entry of this formula, charge and spin) in eV: 3.1747

The geometry in ORCA input format:
```
! RIJCOSX wB97M-V def2-TZVPD def2/J DEFGRID3
* xyz 1 1
C 0.295 -1.432 -0.871
O 1.290 -2.056 -0.010
C 0.232 0.056 -0.639
C -1.205 0.660 -0.678
C -0.982 2.081 -0.975
O -0.043 2.692 -0.550
N 0.897 0.486 0.569
H -0.660 -1.780 -0.359
H 0.241 -1.754 -1.927
H 2.180 -1.886 -0.128
H 0.788 0.528 -1.594
H -1.763 0.319 0.313
H -1.901 -0.093 -1.366
H -1.882 2.481 -1.682
H 0.817 1.446 0.728
H 0.596 -0.125 1.455
H 1.893 0.342 0.480
H -0.754 -2.121 1.677
H -1.252 -1.617 3.095
O -0.574 -1.552 2.349
*
```


# C46H115N7O16Zn

A molecular structure, C46H115N7O16Zn at a distorted geometry (ωB97M-V with the def2-TZVPD basis set, OMol25).

Computed properties:
Relative energy (zero: lowest compared OMol25 entry of this formula, charge and spin) in eV: 4.0455

The geometry in ORCA input format:
```
! RIJCOSX wB97M-V def2-TZVPD def2/J DEFGRID3
* xyz 0 1
Zn 1.200 3.294 -4.474
C 2.348 -1.351 -1.185
C 1.112 -0.851 -2.056
O 1.527 -0.025 -3.108
H 2.088 -1.559 -0.147
H 3.097 -0.560 -1.160
H 2.867 -2.210 -1.610
H 0.503 -0.191 -1.437
H 0.414 -1.599 -2.431
C -2.832 -5.054 -7.254
C -1.650 -4.079 -7.403
O -0.835 -4.019 -8.496
H -3.260 -5.039 -6.252
H -2.469 -6.030 -7.578
H -3.637 -4.741 -7.919
H -1.043 -4.247 -6.514
H -1.994 -3.087 -7.111
C -4.580 7.130 -1.375
O -3.553 6.269 -1.904
C -2.453 7.016 -2.269
C -1.180 6.332 -2.766
N -1.151 4.902 -2.415
C -1.093 4.819 -0.927
C 0.306 5.048 -0.477
O 1.176 4.271 -1.297
C 2.588 4.444 -0.872
H -4.787 7.925 -2.092
H -4.529 7.496 -0.349
H -5.468 6.501 -1.437
H -2.255 7.759 -1.497
H -2.831 7.744 -2.988
H -0.375 7.010 -2.483
H -1.175 6.396 -3.854
H -2.122 4.642 -2.519
H -1.157 3.778 -0.609
H -1.850 5.447 -0.457
H 0.560 4.857 0.566
H 0.411 6.131 -0.537
H 3.213 3.725 -1.402
H 2.745 4.260 0.190
H 3.045 5.380 -1.194
C 1.304 -0.164 6.293
O 1.820 0.515 7.446
C 3.258 0.405 7.577
C 3.881 1.245 8.664
N 3.369 2.604 8.473
C 3.486 3.589 9.558
C 2.545 3.231 10.692
O 1.235 2.897 10.242
C 0.210 3.004 11.236
H 0.970 -1.135 6.661
H 2.040 -0.368 5.516
H 0.447 0.425 5.967
H 3.808 0.646 6.667
H 3.543 -0.640 7.701
H 4.928 1.293 8.362
H 3.877 0.840 9.675
H 2.394 2.477 8.242
H 3.298 4.599 9.194
H 4.544 3.559 9.819
H 2.545 4.097 11.353
H 2.898 2.405 11.310
H -0.020 4.049 11.444
H 0.253 2.379 12.128
H -0.712 2.642 10.780
C -9.246 4.009 1.536
O -8.014 3.324 1.419
C -7.402 2.876 2.609
C -5.844 3.008 2.435
N -5.233 1.759 1.849
C -5.287 0.533 2.679
C -4.896 -0.615 1.716
O -5.101 -1.747 2.516
C -4.828 -2.967 1.903
H -9.855 3.655 2.368
H -9.992 3.890 0.749
H -9.119 5.064 1.775
H -7.811 1.951 3.014
H -7.635 3.572 3.415
H -5.378 3.121 3.414
H -5.584 3.926 1.909
H -5.860 1.542 1.088
H -6.326 0.444 2.996
H -4.577 0.494 3.505
H -3.839 -0.519 1.470
H -5.425 -0.524 0.766
H -5.347 -3.022 0.946
H -5.359 -3.752 2.442
H -3.791 -3.302 1.861
C -6.326 -0.600 -3.534
O -7.419 -0.137 -2.755
C -7.870 1.249 -2.965
C -9.440 1.302 -3.051
N -10.102 1.324 -1.802
C -10.186 0.045 -1.083
C -11.167 0.090 0.026
O -10.570 0.603 1.199
C -11.350 0.695 2.404
H -6.486 -0.471 -4.604
H -6.312 -1.665 -3.302
H -5.416 -0.068 -3.257
H -7.491 1.643 -3.908
H -7.637 1.895 -2.118
H -9.647 0.461 -3.713
H -9.653 2.286 -3.468
H -9.608 1.900 -1.136
H -9.246 0.072 -0.532
H -10.300 -0.909 -1.597
H -11.335 -0.932 0.366
H -12.038 0.709 -0.191
H -11.892 -0.236 2.569
H -12.024 1.549 2.475
H -10.638 0.818 3.220
C 5.052 -2.592 -6.476
O 4.948 -1.255 -6.861
C 6.155 -0.484 -6.490
C 6.090 1.019 -6.400
N 5.292 1.639 -7.432
C 6.202 1.810 -8.614
C 5.368 2.492 -9.705
O 4.250 1.656 -10.041
C 3.496 2.279 -11.016
H 5.925 -3.094 -6.893
H 4.120 -3.060 -6.793
H 5.134 -2.730 -5.398
H 6.875 -0.810 -7.239
H 6.437 -0.871 -5.511
H 7.120 1.373 -6.441
H 5.548 1.268 -5.488
H 5.131 2.568 -7.072
H 6.636 0.930 -9.089
H 7.080 2.400 -8.353
H 5.938 2.679 -10.615
H 5.019 3.468 -9.367
H 4.161 2.511 -11.848
H 3.035 3.230 -10.747
H 2.760 1.636 -11.498
C 2.628 -8.910 4.466
O 2.033 -8.645 3.165
C 2.064 -7.241 2.943
C 1.734 -6.759 1.509
N 0.463 -7.235 1.026
C 0.231 -7.150 -0.480
C 0.880 -8.244 -1.362
O 0.070 -9.316 -1.678
C -1.031 -8.928 -2.504
H 2.815 -9.956 4.706
H 2.068 -8.398 5.249
H 3.660 -8.558 4.464
H 3.011 -6.706 3.018
H 1.474 -6.716 3.694
H 2.455 -7.131 0.781
H 1.674 -5.672 1.558
H 0.059 -8.080 1.403
H 0.436 -6.158 -0.882
H -0.820 -7.154 -0.769
H 1.749 -8.631 -0.831
H 1.239 -7.849 -2.312
H -1.872 -8.654 -1.868
H -1.145 -9.831 -3.103
H -0.811 -8.087 -3.162
C 8.827 -3.646 1.527
O 8.514 -2.451 0.823
C 7.202 -1.995 0.943
C 6.887 -1.275 2.270
N 7.922 -0.338 2.613
C 8.097 0.759 1.656
C 9.200 1.654 2.060
O 9.535 1.796 3.395
C 8.595 2.504 4.262
H 9.743 -4.145 1.211
H 8.013 -4.369 1.581
H 8.938 -3.521 2.604
H 6.532 -2.811 0.670
H 7.042 -1.246 0.168
H 6.721 -1.995 3.071
H 5.950 -0.732 2.144
H 8.736 -0.915 2.768
H 7.109 1.217 1.596
H 8.290 0.512 0.612
H 9.018 2.681 1.746
H 10.130 1.357 1.574
H 8.097 3.283 3.685
H 9.200 2.926 5.064
H 7.927 1.825 4.793
*
```


# C21H21N3S

3 unconnected molecules or ions with the total composition C21H21N3S at a distorted geometry (ωB97M-V with the def2-TZVPD basis set, OMol25).

Computed properties:
SMILES: Cc1ccc2c(c1)Sc1ccccc1N2.c1cc[nH]c1.c1cc[nH]c1

The geometry in ORCA input format:
```
! RIJCOSX wB97M-V def2-TZVPD def2/J DEFGRID3
* xyz 0 1
C 5.647 1.747 0.331
C 4.264 1.724 -0.422
C 4.085 0.619 -1.430
C 2.833 0.541 -2.187
C 1.769 1.515 -1.925
C 1.992 2.600 -0.933
C 3.232 2.739 -0.166
S 0.550 3.716 -0.741
C -0.786 2.457 -0.686
C -1.868 2.502 0.284
C -2.855 1.412 0.252
C -2.698 0.344 -0.740
C -1.613 0.301 -1.717
C -0.625 1.384 -1.698
N 0.491 1.416 -2.643
H 5.817 0.741 0.803
H 5.712 2.569 1.087
H 6.417 1.952 -0.470
H 4.890 -0.135 -1.590
H 2.734 -0.276 -2.949
H 3.339 3.555 0.580
H -1.975 3.315 1.036
H -3.666 1.430 1.020
H -3.450 -0.478 -0.748
H -1.502 -0.506 -2.477
H 0.515 0.498 -3.101
C -7.133 -2.735 -1.552
C -6.682 -3.938 -0.950
C -5.784 -3.594 0.027
N -5.673 -2.230 0.037
C -6.496 -1.698 -0.920
H -7.846 -2.640 -2.356
H -6.982 -4.942 -1.205
H -5.216 -4.200 0.715
H -5.079 -1.700 0.651
H -6.555 -0.632 -1.068
C 3.123 -0.909 1.603
C 2.915 -2.063 2.401
C 2.857 -1.644 3.708
N 3.025 -0.282 3.720
C 3.182 0.164 2.435
H 3.212 -0.871 0.530
H 2.820 -3.082 2.058
H 2.711 -2.193 4.625
H 3.031 0.296 4.542
H 3.320 1.212 2.226
*
```


# C6H12O

3 unconnected molecules or ions with the total composition C6H12O (ωB97M-V with the def2-TZVPD basis set, OMol25).

Computed properties:
SMILES: OC1C=C1.[H][H].C=CC
Relative energy (zero: lowest compared OMol25 entry of this formula, charge and spin) in eV: 4.7733

The geometry in ORCA input format:
```
! RIJCOSX wB97M-V def2-TZVPD def2/J DEFGRID3
* xyz 0 1
O -1.032 1.666 -0.518
C -1.900 0.591 -0.770
C -1.486 -0.831 -0.713
C -2.272 -0.428 0.244
H -0.406 1.392 0.167
H -2.625 0.936 -1.507
H -0.927 -1.643 -1.156
H -2.809 -0.676 1.148
H -0.477 0.617 2.316
H -1.207 0.700 2.212
C 1.660 0.192 1.154
C 1.516 -0.681 0.159
C 1.757 -0.369 -1.290
H 1.542 -0.104 2.192
H 1.923 1.232 0.965
H 1.252 -1.712 0.403
H 2.769 -0.686 -1.568
H 1.660 0.702 -1.489
H 1.063 -0.898 -1.950
*
```


# C17H38ClF2NNbO3S

A molecular structure, C17H38ClF2NNbO3S at a distorted geometry (ωB97M-V with the def2-TZVPD basis set, OMol25).

The geometry in ORCA input format:
```
! RIJCOSX wB97M-V def2-TZVPD def2/J DEFGRID3
* xyz -1 1
O 0.257 -2.514 -0.919
C 0.419 -1.538 -1.516
N 0.589 -0.363 -2.004
Nb 2.702 0.068 -2.164
F 2.917 -0.196 -0.124
F 3.150 -1.945 -2.402
C 2.305 2.298 -1.941
C 1.386 2.574 -0.683
C 2.012 3.495 0.431
C 3.414 3.042 0.973
S 4.841 3.878 0.137
O 4.350 4.947 -0.722
O 5.765 4.401 1.131
Cl 5.855 2.429 -0.955
H 2.475 0.162 -3.974
H 4.482 0.409 -2.382
H 3.229 2.921 -2.001
H 1.702 2.564 -2.858
H 1.041 1.619 -0.219
H 0.480 3.123 -1.060
H 1.308 3.428 1.311
H 2.014 4.584 0.156
H 3.546 1.931 1.038
H 3.477 3.412 2.035
C 1.758 2.743 5.007
C 0.743 1.673 4.619
C -0.570 2.248 4.089
C -1.356 3.106 5.083
C -1.731 2.410 6.391
C -2.646 1.207 6.194
H 1.393 3.371 5.823
H 2.688 2.276 5.339
H 1.991 3.385 4.154
H 0.556 1.017 5.475
H 1.184 1.042 3.841
H -1.198 1.423 3.741
H -0.357 2.856 3.202
H -2.271 3.452 4.590
H -0.783 4.009 5.317
H -2.241 3.134 7.033
H -0.831 2.102 6.931
H -3.571 1.499 5.691
H -2.912 0.773 7.161
H -2.164 0.425 5.604
C -0.232 -4.965 -3.828
C -1.153 -3.769 -4.032
C -2.483 -3.894 -3.291
C -3.365 -5.069 -3.724
C -3.737 -5.092 -5.207
C -4.557 -3.884 -5.643
H -0.671 -5.886 -4.221
H 0.716 -4.804 -4.345
H -0.015 -5.111 -2.767
H -1.324 -3.616 -5.103
H -0.642 -2.879 -3.671
H -3.039 -2.959 -3.406
H -2.282 -3.992 -2.219
H -4.284 -5.048 -3.128
H -2.866 -6.010 -3.472
H -4.321 -5.998 -5.402
H -2.838 -5.169 -5.825
H -5.481 -3.810 -5.064
H -4.827 -3.972 -6.699
H -3.999 -2.953 -5.522
*
```


| no. | E (hartree) |
| --- | --- |
| 1 | -1724.993917 |
| 2 | -249.266651 |
| 3 | -1187.064536 |
| 4 | -853.364620 |
| 5 | -361.625369 |
| 6 | -691.757997 |
| 7 | -439.757870 |
| 8 | -5187.131689 |
| 9 | -1375.185865 |
| 10 | -310.883855 |
| 11 | -2066.134285 |